--- w ---
{
  "formula": "C4H5N3",
  "method": "wB97M-V/def2-TZVPD",
  "multiplicity": 1,
  "homo_lumo_gap_ev": 10.12,
  "homo_ev": -9.03,
  "elements": ["C", "C", "C", "C", "H", "H", "H", "H", "H", "N", "N", "N"],
  "coordinates": [[-0.26479, 1.67084, -0.39362], [0.27053, -0.00191, 0.55814], [0.21880, -1.31512, 0.75858], [-0.14277, 0.22035, -0.72412], [0.35293, 2.18667, -1.04724], [-1.30747, 2.00229, -0.35882], [1.28284, 1.53759, 1.07352], [0.25499, -1.94327, 1.72726], [-0.06534, -2.92948, -0.79030], [0.29823, 1.37888, 1.01254], [-0.33335, -1.89491, -0.41085], [-0.56460, -0.91193, -1.40510]],
  "lowdin_charge": [-0.0793, -0.3130, -0.0718, -0.2455, 0.0858, 0.1239, 0.0897, 0.1363, 0.2029, 0.0715, -0.0698, 0.0692]
}

--- x ---
{
  "formula": "C4H5N3",
  "method": "wB97M-V/def2-TZVPD",
  "smiles": "CN=C1N=CC=N1",
  "multiplicity": 1,
  "homo_lumo_gap_ev": 8.84,
  "homo_ev": -10.07,
  "elements": ["C", "N", "C", "N", "C", "C", "N", "H", "H", "H", "H", "H"],
  "coordinates": [[2.47835, 0.20921, 0.08510], [1.35511, -0.73786, 0.09995], [0.14891, -0.27140, -0.15013], [-1.01343, -1.16784, -0.18322], [-2.05510, -0.37575, 0.20941], [-1.41033, 1.05374, 0.04368], [-0.14633, 1.07718, -0.27235], [2.64157, 0.68957, -0.67723], [3.37921, -0.47415, 0.09450], [2.53983, 0.76925, 1.09956], [-3.01168, -1.04421, 0.38788], [-1.88734, 2.16441, 0.45631]],
  "lowdin_charge": [-0.1119, 0.0858, -0.4672, 0.0856, -0.0490, -0.1269, 0.1034, -0.0357, 0.0903, 0.1230, 0.1382, 0.1644]
}

Which of them is most stable? Easy: w.

--- w ---
{
  "formula": "C4H5N3",
  "method": "wB97M-V/def2-TZVPD",
  "smiles": "N/N=C1/C=CC=N1",
  "multiplicity": 1,
  "homo_lumo_gap_ev": 8.85,
  "homo_ev": -9.30,
  "elements": ["N", "N", "C", "C", "C", "C", "N", "H", "H", "H", "H", "H"],
  "coordinates": [[-0.68963, 2.30446, 0.88857], [0.23158, 1.68560, -0.05104], [0.17402, 0.41971, -0.00253], [1.13965, -0.50992, -0.85409], [0.66265, -1.72722, -0.56753], [-0.48122, -1.56501, 0.33031], [-0.77226, -0.36461, 0.69686], [-1.68329, 2.07291, 0.73507], [-0.58252, 3.27038, 0.63786], [2.01335, -0.39143, -1.53705], [0.99477, -2.70681, -0.88392], [-1.07505, -2.40443, 0.65483]],
  "lowdin_charge": [0.0038, 0.0521, -0.3838, 0.0231, -0.0981, -0.1499, 0.1047, 0.0817, 0.0523, 0.1136, 0.0961, 0.1045]
}

--- x ---
{
  "formula": "C4H5N3",
  "method": "wB97M-V/def2-TZVPD",
  "multiplicity": 1,
  "homo_lumo_gap_ev": 8.59,
  "homo_ev": -9.42,
  "elements": ["C", "C", "C", "C", "H", "H", "H", "H", "H", "N", "N", "N"],
  "coordinates": [[0.62511, -0.97680, 1.29074], [1.18105, -1.37497, 0.05630], [-0.46925, 1.37424, -0.47671], [-1.21360, 0.05429, -0.25225], [2.23967, -1.82167, 0.26892], [0.35522, 1.85378, 0.18010], [-0.90487, 2.06134, -1.14698], [-0.95171, -0.11963, 1.09297], [-2.06911, -0.36705, -0.92766], [0.33319, -0.07596, 2.14592], [1.06224, -0.65516, -1.04068], [-0.18793, 0.04760, -1.19066]],
  "lowdin_charge": [-0.1747, -0.1822, -0.0716, -0.2490, 0.1421, 0.1328, 0.0595, 0.1303, 0.1402, 0.1355, 0.0929, -0.1559]
}

Which of them is most stable? Easy: w.

--- w ---
{
  "formula": "C27H31N3O4S",
  "method": "wB97M-V/def2-TZVPD",
  "smiles": "COc1ccc(N2CCN(C(=O)c3ccc(CNS(=O)(=O)c4cc(C)ccc4C)cc3)CC2)cc1",
  "multiplicity": 1,
  "homo_lumo_gap_ev": 7.68,
  "homo_ev": -7.26,
  "elements": ["C", "O", "C", "C", "C", "C", "N", "C", "C", "N", "C", "O", "C", "C", "C", "C", "C", "N", "S", "O", "O", "C", "C", "C", "C", "C", "C", "C", "C", "C", "C", "C", "C", "C", "C", "H", "H", "H", "H", "H", "H", "H", "H", "H", "H", "H", "H", "H", "H", "H", "H", "H", "H", "H", "H", "H", "H", "H", "H", "H", "H", "H", "H", "H", "H", "H"],
  "coordinates": [[-1.61271, -4.25944, -0.68552], [-0.20923, -4.38357, -0.71329], [0.53783, -3.36087, -0.20442], [1.91306, -3.57878, -0.11583], [2.75489, -2.60258, 0.36643], [2.26813, -1.35102, 0.76268], [3.14555, -0.39031, 1.27694], [2.61496, 0.87351, 1.72479], [2.28189, 1.79054, 0.51980], [3.13409, 1.41937, -0.58671], [2.71103, 0.87927, -1.76205], [3.48916, 0.37533, -2.55071], [1.24630, 0.93803, -2.04956], [0.60644, -0.26205, -2.33537], [-0.74862, -0.28222, -2.60595], [-1.48004, 0.89648, -2.62507], [-2.96267, 0.87523, -2.87912], [-3.67600, 1.15054, -1.63579], [-3.70022, -0.07592, -0.48065], [-3.16161, -1.28660, -1.04327], [-5.03896, -0.11873, 0.03727], [-2.62330, 0.51992, 0.82123], [-2.03182, 1.75882, 0.69568], [-1.22145, 2.26208, 1.70656], [-0.61924, 3.62879, 1.59101], [-1.02124, 1.47709, 2.83632], [-1.62741, 0.23999, 2.95940], [-2.45506, -0.26061, 1.95851], [-3.16895, -1.56154, 2.12109], [-0.82571, 2.10170, -2.39225], [0.52503, 2.12571, -2.09725], [4.48241, 1.11136, -0.15657], [4.44732, -0.20627, 0.65558], [0.88997, -1.15658, 0.69377], [0.03635, -2.14171, 0.22524], [-1.96671, -3.37311, -1.21884], [-1.99506, -5.15471, -1.17369], [-1.98289, -4.22356, 0.34477], [2.30495, -4.53344, -0.42980], [3.80696, -2.82707, 0.44910], [3.38369, 1.33835, 2.35040], [1.73203, 0.71089, 2.34263], [1.23852, 1.67900, 0.22897], [2.46657, 2.84048, 0.77965], [1.17954, -1.17620, -2.33492], [-1.24589, -1.21974, -2.79751], [-3.25264, -0.10228, -3.28232], [-3.23501, 1.65499, -3.59529], [-4.62968, 1.44693, -1.77954], [-2.21631, 2.33352, -0.19638], [-1.33281, 4.37478, 1.94155], [0.27896, 3.71124, 2.19794], [-0.37594, 3.85827, 0.55668], [-0.39279, 1.84495, 3.63513], [-1.46377, -0.34906, 3.84961], [-3.26441, -2.07165, 1.16677], [-4.17888, -1.37379, 2.48663], [-2.65193, -2.20135, 2.83272], [-1.38086, 3.02779, -2.44749], [1.02706, 3.06724, -1.92369], [5.10818, 0.99768, -1.04145], [4.85126, 1.94672, 0.44407], [5.22036, -0.18728, 1.43335], [4.64714, -1.03698, -0.01746], [0.43611, -0.22780, 0.99845], [-1.01587, -1.91977, 0.16705]],
  "lowdin_charge": [-0.0776, -0.0861, -0.2812, 0.0013, -0.0147, -0.2189, -0.0947, -0.1320, -0.1247, -0.0379, -0.4133, 0.0837, -0.1371, 0.0029, -0.0148, -0.2280, -0.1821, -0.1203, 0.6840, -0.2968, -0.2748, -0.2095, -0.0204, -0.2705, -0.0422, -0.0434, -0.0251, -0.2613, -0.0390, -0.0465, -0.0278, -0.1087, -0.1218, -0.0165, -0.0183, 0.0669, 0.0948, 0.0952, 0.1184, 0.1080, 0.1237, 0.1077, 0.0890, 0.1248, 0.1274, 0.1130, 0.1179, 0.1311, 0.1070, 0.0959, 0.0878, 0.0755, 0.0722, 0.1166, 0.1198, 0.0531, 0.0967, 0.0898, 0.1191, 0.1221, 0.1218, 0.1226, 0.1218, 0.1077, 0.0875, 0.0795]
}

--- x ---
{
  "formula": "C27H31N3O4S",
  "method": "wB97M-V/def2-TZVPD",
  "smiles": "CCOCCCNC(=O)[C@@H](c1ccccc1)N(Cc1cccs1)C(=O)CNC(=O)c1ccccc1",
  "multiplicity": 1,
  "homo_lumo_gap_ev": 9.26,
  "homo_ev": -8.71,
  "elements": ["C", "C", "O", "C", "C", "C", "N", "C", "O", "C", "C", "C", "C", "C", "C", "C", "N", "C", "C", "C", "C", "C", "S", "C", "O", "C", "N", "C", "O", "C", "C", "C", "C", "C", "C", "H", "H", "H", "H", "H", "H", "H", "H", "H", "H", "H", "H", "H", "H", "H", "H", "H", "H", "H", "H", "H", "H", "H", "H", "H", "H", "H", "H", "H", "H", "H"],
  "coordinates": [[2.31506, 2.04512, -3.69906], [2.59015, 1.57193, -2.28241], [2.37676, 2.64913, -1.39822], [2.56684, 2.31117, -0.04930], [2.17279, 3.50679, 0.81391], [0.69712, 3.86529, 0.64934], [-0.16054, 2.78726, 1.09281], [-1.16599, 2.30241, 0.34648], [-1.52449, 2.78895, -0.70808], [-1.76286, 1.00500, 0.91832], [-3.26499, 0.86829, 0.90958], [-3.82467, -0.10951, 1.72739], [-5.18904, -0.32534, 1.73382], [-6.01493, 0.44661, 0.93374], [-5.46755, 1.43535, 0.13645], [-4.09873, 1.64544, 0.11882], [-1.13172, -0.07181, 0.13822], [-1.73453, -0.37471, -1.14348], [-2.87388, -1.33684, -1.02942], [-4.10714, -1.24814, -1.59343], [-4.94555, -2.33874, -1.26875], [-4.33797, -3.24101, -0.46140], [-2.72287, -2.78593, -0.08799], [0.03377, -0.55378, 0.60034], [0.54598, -0.12930, 1.63030], [0.71337, -1.68182, -0.16955], [2.05106, -1.83689, 0.34054], [3.12710, -1.65920, -0.46676], [3.03807, -1.67343, -1.68123], [4.42610, -1.48911, 0.24281], [5.57500, -2.01087, -0.34317], [6.80526, -1.84512, 0.26471], [6.90000, -1.13924, 1.45305], [5.76313, -0.59516, 2.02792], [4.52775, -0.76901, 1.42961], [2.98937, 2.85734, -3.95580], [1.29296, 2.40674, -3.77300], [2.45998, 1.22313, -4.39386], [3.62354, 1.20366, -2.18899], [1.92055, 0.73752, -2.02329], [3.62129, 2.04260, 0.13255], [1.95353, 1.43536, 0.21361], [2.38780, 3.27469, 1.85909], [2.77227, 4.36636, 0.51481], [0.47309, 4.04617, -0.40418], [0.47097, 4.77112, 1.22384], [0.15746, 2.25664, 1.89114], [-1.41153, 0.87127, 1.94803], [-3.18055, -0.71311, 2.35166], [-5.60874, -1.09575, 2.36376], [-7.08177, 0.27894, 0.93685], [-6.10777, 2.04630, -0.48269], [-3.67900, 2.41273, -0.51199], [-2.10160, 0.56527, -1.56912], [-0.97410, -0.77329, -1.82012], [-4.41226, -0.42592, -2.21453], [-5.95697, -2.43710, -1.61886], [-4.73023, -4.15279, -0.05766], [0.80923, -1.46853, -1.23798], [0.13126, -2.60259, -0.04154], [2.14260, -1.67513, 1.33437], [5.48171, -2.54549, -1.27641], [7.69214, -2.26111, -0.18974], [7.86094, -1.00462, 1.92739], [5.83972, -0.03030, 2.94551], [3.65282, -0.31577, 1.87454]],
  "lowdin_charge": [-0.0605, -0.2783, -0.1448, -0.2326, -0.1384, -0.1670, 0.0883, -0.4225, 0.0638, -0.1296, -0.1752, -0.0497, -0.0768, -0.0862, -0.0760, -0.0304, 0.0111, -0.1289, -0.4949, -0.1315, -0.1817, -0.4063, 1.0373, -0.4204, 0.0340, -0.0783, 0.0852, -0.4519, 0.0607, -0.1369, -0.0156, -0.0732, -0.0835, -0.0777, -0.0368, 0.0745, 0.0752, 0.0755, 0.1238, 0.1046, 0.1262, 0.1037, 0.1147, 0.1182, 0.1202, 0.1219, 0.1333, 0.1467, 0.1172, 0.1069, 0.1027, 0.1047, 0.1064, 0.1336, 0.1275, 0.1184, 0.1039, 0.0599, 0.1163, 0.1092, 0.1231, 0.1186, 0.1042, 0.1026, 0.1037, 0.1079]
}

Which of them is most stable? Easy: x.